Formula: C5H14
Source: OMol25
Level of theory: ωB97M-V/def2-TZVPD

Element x y z (Å)
C 1.298 0.524 -0.871
C 1.084 -0.618 0.158
C 2.521 -1.050 0.672
H 2.077 1.176 -0.788
H 1.463 0.145 -1.829
H 0.449 1.107 -0.954
H 0.325 -1.337 -0.212
H 0.627 -0.122 1.063
H 2.464 -1.728 1.547
H 3.213 -0.120 0.781
H 3.223 -1.665 0.035
C -2.927 0.892 -0.114
C -1.772 0.034 0.266
H -3.597 0.613 -0.931
H -3.604 1.020 0.788
H -2.610 1.846 -0.453
H -1.990 -1.035 0.419
H -1.191 0.568 1.127
H -1.053 -0.249 -0.704

As for the frontier orbital gap: 11.816 eV. The SMILES is CCC.CC. As for the spin multiplicity: 1. The highest occupied orbital energy is -0.3964 Ha. The calculation puts the relative energy (zero: lowest compared OMol25 entry of this formula, charge and spin) at 1.9712 eV.

Charge distribution, natural (NBO) scheme, values in e: atom 1 (C): -0.61, atom 2 (C): -0.40, atom 3 (C): -0.63, atom 4 (H): 0.20, atom 5 (H): 0.20, atom 6 (H): 0.20, atom 7 (H): 0.21, atom 8 (H): 0.20, atom 9 (H): 0.21, atom 10 (H): 0.21, atom 11 (H): 0.21, atom 12 (C): -0.62, atom 13 (C): -0.61, atom 14 (H): 0.21, atom 15 (H): 0.20, atom 16 (H): 0.20, atom 17 (H): 0.21, atom 18 (H): 0.21, atom 19 (H): 0.20